(1)
# C8H8

C8H8 in the gas phase at a distorted geometry (ωB97M-V with the def2-TZVPD basis set, OMol25).

Structure (ORCA input):
```
! RIJCOSX wB97M-V def2-TZVPD def2/J DEFGRID3
* xyz 0 1
C -0.72453 1.47224 0.15730
C -1.09217 0.11151 0.28275
C -2.59415 0.22845 0.16810
C 2.06407 0.52578 -0.95419
C -0.36656 -1.05754 0.41395
C 2.07504 -0.32455 0.08097
C 0.98973 -1.25486 0.28868
C -1.73246 1.32102 -0.75229
H 0.26821 1.77353 0.41876
H -3.24262 0.78565 0.93491
H -3.01109 -0.72399 -0.17771
H 1.23260 0.59272 -1.68059
H 2.74019 1.23063 -1.14922
H -1.09481 -1.90530 0.73119
H 2.96226 -0.55447 0.72973
H 1.52630 -2.22080 0.50766
*
```

Values from the calculation:
* HOMO (spin up / spin down): -0.2833 / -0.2833 Ha
* structure (SMILES): C=C/C=C\[C@@]12C=C1C2
* ΔE to the lowest compared entry with this formula, charge and spin: 622.8 kJ/mol
* gap between HOMO and LUMO (spin up / spin down): 7.46 / 7.46 eV

---

(2)
# C8H8

A molecular structure, C8H8 at a distorted geometry (ωB97M-V with the def2-TZVPD basis set, OMol25).

Structure (ORCA input):
```
! RIJCOSX wB97M-V def2-TZVPD def2/J DEFGRID3
* xyz 0 1
C 1.32931 -0.41607 -1.12972
C 1.34141 -1.57190 -0.81414
C -0.24095 1.10040 1.47462
C -0.54922 1.67140 0.21998
C -0.93736 0.93988 -0.93153
C -0.73210 -0.44794 -0.75543
C -0.20536 -1.09333 0.37193
C -0.10799 -0.21334 1.61621
H 1.39007 0.63152 -1.25482
H 1.45699 -2.58601 -0.99093
H -0.02068 1.67306 2.34779
H -0.46745 2.84455 0.22253
H -1.26460 1.43839 -1.86129
H -1.23042 -1.10709 -1.59419
H 0.05486 -2.19794 0.49423
H 0.18349 -0.66558 2.58475
*
```

Values from the calculation:
* HOMO: -0.2561 Ha
* ΔE to the lowest compared entry with this formula, charge and spin: 628.6 kJ/mol
* gap between HOMO and LUMO: 7.73 eV

---

(3)
# C8H8

C8H8 in the gas phase at a distorted geometry (ωB97M-V with the def2-TZVPD basis set, OMol25).

Structure (ORCA input):
```
! RIJCOSX wB97M-V def2-TZVPD def2/J DEFGRID3
* xyz 0 1
C 1.81077 -1.22420 -0.12804
C 0.59181 -0.69337 -0.09785
C -0.64970 -1.46131 -0.07663
C -1.85917 -0.86093 -0.00170
C -1.96843 0.63518 -0.04692
C -0.89456 1.36941 -0.15343
C 0.45343 0.73603 -0.16846
C 1.48544 1.52204 0.08177
H 1.77595 -2.34606 0.17225
H 2.83282 -0.81668 -0.04804
H -0.63056 -2.53881 0.12093
H -2.80597 -1.42105 0.20180
H -2.95118 0.93756 0.09251
H -0.86020 2.52337 -0.37887
H 2.47117 0.94633 -0.04052
H 1.19840 2.69248 0.47120
*
```

Values from the calculation:
* HOMO: -0.2849 Ha
* structure (SMILES): C=c1ccccc1=C
* ΔE to the lowest compared entry with this formula, charge and spin: 281.5 kJ/mol
* gap between HOMO and LUMO: 7.58 eV

---

(4)
# C8H8

2 unconnected molecules or ions with the total composition C8H8 at a distorted geometry (ωB97M-V with the def2-TZVPD basis set, OMol25).

Structure (ORCA input):
```
! RIJCOSX wB97M-V def2-TZVPD def2/J DEFGRID3
* xyz 0 1
C -2.29022 -0.37567 -0.42655
C -1.45323 -1.33406 0.09782
C -0.17008 -1.04337 0.56321
C 0.13519 0.31716 0.66688
C -0.77539 1.33525 0.35317
C -1.99213 1.06501 -0.39168
C 3.82237 0.10660 -0.14259
C 2.67336 -0.11197 -0.57883
H -3.27691 -0.56500 -0.79863
H -1.66324 -2.44346 -0.23102
H 0.73482 -1.66731 0.64778
H 1.06981 0.72555 0.99049
H -0.57073 2.33646 0.75539
H -2.70666 1.80266 -0.71666
H 4.88881 0.34891 -0.08007
H 1.57425 -0.49678 -0.70871
*
```

Values from the calculation:
* HOMO: -0.3429 Ha
* structure (SMILES): c1ccccc1.C#C
* ΔE to the lowest compared entry with this formula, charge and spin: 325.7 kJ/mol
* gap between HOMO and LUMO: 10.23 eV

---

(5)
# C8H80HgO34V

A molecular structure, C8H80HgO34V at a distorted geometry (ωB97M-V with the def2-TZVPD basis set, OMol25).

Structure (ORCA input):
```
! RIJCOSX wB97M-V def2-TZVPD def2/J DEFGRID3
* xyz 0 4
Hg 8.11343 21.50172 19.49708
V 6.49970 21.88001 16.25932
C 9.29712 19.22100 15.39806
C 9.11996 19.62518 16.87161
O 8.32198 20.80762 17.10715
H 8.32484 19.00373 14.95584
H 9.83368 18.27319 15.35497
H 9.69825 19.88894 14.63579
H 10.16091 19.76441 17.16334
H 8.81631 18.79902 17.51455
C 11.86660 22.18448 18.95917
C 11.54722 21.05159 19.88117
O 10.23281 21.03304 20.44361
H 11.16475 22.34134 18.14008
H 12.86864 22.03185 18.55829
H 11.71132 23.14741 19.44574
H 12.17794 21.25026 20.74766
H 11.86379 20.04179 19.62006
C 4.11774 20.41041 19.00341
C 4.59844 21.83843 19.00862
O 5.87497 22.10508 18.53857
H 4.90757 19.69044 18.78912
H 3.31766 20.12404 18.32078
H 3.65012 20.16546 19.95706
H 4.54145 22.06774 20.07270
H 3.90958 22.53623 18.53254
C 6.27618 25.55651 15.42574
C 7.73909 25.09337 15.60158
O 7.60723 23.78957 16.13751
H 5.61387 25.31580 16.25731
H 5.82865 25.10070 14.54254
H 6.22569 26.63964 15.31440
H 8.28421 25.79019 16.23829
H 8.33694 25.24250 14.70245
O 10.07860 19.67001 22.72486
H 9.15318 19.43287 22.66502
H 10.24626 20.18381 21.93484
O 14.21386 18.77926 15.23651
H 14.30879 18.75824 16.18877
H 14.56009 19.63388 14.97963
O 8.01709 16.47248 14.05381
H 8.96387 16.33656 14.09084
H 7.71086 15.84981 13.39447
O 6.92639 18.97980 12.84690
H 7.20469 18.75156 11.95995
H 7.41066 18.37841 13.41261
O 8.29626 16.85116 19.59592
H 8.35478 16.39267 18.75772
H 9.20489 16.94543 19.88184
O 14.37452 19.60456 17.80951
H 14.08470 18.76434 18.16484
H 15.24939 19.73142 18.17657
O 5.49751 19.76955 16.04053
H 4.61891 19.50637 15.76660
H 5.97291 18.94547 16.14606
O 6.86183 21.34598 14.18670
H 6.91275 20.46401 13.81823
H 6.79888 21.92132 13.42431
O 10.41679 14.98240 15.42380
H 10.64702 14.13199 15.04959
H 11.24192 15.46717 15.44367
O 10.97151 17.52830 18.92080
H 11.32325 17.44355 18.03462
H 11.02690 18.46448 19.11247
O 10.20127 22.86602 15.69399
H 10.02048 21.98695 16.02682
H 9.42133 23.37309 15.91941
O 8.03353 19.01194 9.28440
H 7.13426 19.33989 9.28433
H 8.47843 19.53158 9.95394
O 7.24613 19.34491 20.21113
H 6.91247 19.00448 21.04120
H 7.68947 18.59914 19.80676
O 7.48466 21.86597 21.64089
H 7.04253 21.25608 22.23147
H 7.62416 22.65237 22.16848
O 14.43991 19.32878 21.03835
H 13.84007 19.85233 20.50702
H 14.05066 19.33151 21.91282
O 9.11703 21.15803 10.81642
H 9.04359 21.46533 11.71997
H 9.06175 21.95364 10.28710
O 8.61479 15.39450 17.37564
H 9.32362 15.43177 16.73346
H 7.99791 14.75735 17.01549
O 12.29387 19.42792 13.06962
H 11.75184 18.88703 12.49528
H 12.58964 18.82859 13.75487
O 13.12800 22.86952 15.46215
H 12.19753 22.77551 15.66614
H 13.20966 22.55277 14.56257
O 12.10033 15.23713 19.83552
H 12.37968 15.33923 20.74534
H 11.62746 16.04548 19.63753
O 12.75968 16.16783 15.48489
H 13.35897 16.91355 15.51648
H 13.29067 15.44745 15.14529
O 6.33873 15.38120 21.18244
H 6.02628 14.90284 20.41448
H 7.08539 15.88749 20.86242
O 8.60905 23.74530 19.05571
H 8.46277 24.11900 18.18670
H 8.70984 24.50469 19.62965
O 13.04917 21.91226 12.73258
H 12.93028 22.06974 11.79594
H 12.87930 20.97664 12.84208
O 5.74945 25.08107 18.84917
H 6.61002 25.36950 19.15324
H 5.83028 24.13091 18.76624
O 4.01548 19.23523 11.93471
H 4.78058 19.38163 12.49096
H 4.36465 18.80329 11.15514
O 10.09170 22.68046 12.74568
H 10.72398 21.98698 12.93417
H 9.77532 22.95703 13.60570
O 13.86893 17.01722 18.58965
H 14.25863 16.37822 17.99295
H 13.16226 16.53984 19.02433
O 6.38725 17.30943 16.23973
H 6.77264 17.03047 15.40913
H 6.76288 16.71582 16.88994
O 4.43592 22.70693 15.55057
H 4.26129 23.47199 15.00246
H 3.58000 22.46438 15.90383
*
```

Values from the calculation:
* HOMO (spin up / spin down): -0.2552 / -0.2912 Ha
* gap between HOMO and LUMO (spin up / spin down): 6.07 / 7.05 eV

---

(6)
# C8H8BClO

2 unconnected molecules or ions with the total composition C8H8BClO at a distorted geometry (ωB97M-V with the def2-TZVPD basis set, OMol25).

Structure (ORCA input):
```
! RIJCOSX wB97M-V def2-TZVPD def2/J DEFGRID3
* xyz 0 3
B 0.01714 2.28675 -0.09441
C 2.07990 -2.12670 -0.00845
C 1.08550 -3.08757 -0.13612
C 1.72790 -0.80076 0.15190
C -0.27469 -2.76899 -0.19099
C 0.44386 -0.47952 -0.03280
C -0.56838 -1.45605 -0.10596
C -2.53669 2.55135 -0.06612
C -1.31591 2.95453 0.24037
O 1.16423 2.83490 -0.26944
Cl -2.20396 -0.88519 0.03887
H 3.14355 -2.38734 0.07217
H 1.51511 -4.12079 -0.11394
H 2.38375 0.02701 0.25024
H -1.12669 -3.48584 -0.16478
H -3.39140 3.18102 0.24474
H -2.81680 1.66372 -0.53612
H -1.05689 3.99171 0.61486
H 1.73049 2.10778 0.10596
*
```

Values from the calculation:
* HOMO (spin up / spin down): -0.2080 / -0.3416 Ha
* gap between HOMO and LUMO (spin up / spin down): 6.24 / 7.80 eV

---

(7)
# C8H8BF3N2OSSeTi

A molecular structure, C8H8BF3N2OSSeTi (ωB97M-V with the def2-TZVPD basis set, OMol25).

Structure (ORCA input):
```
! RIJCOSX wB97M-V def2-TZVPD def2/J DEFGRID3
* xyz 0 1
Ti 1.60099 0.24811 0.13156
Se 0.02261 1.12652 -1.53565
C -1.70278 0.28043 -1.57981
C -2.12505 -0.34253 -2.74431
C -3.40916 -0.86746 -2.80962
C -4.26375 -0.76073 -1.72324
C -3.83980 -0.11717 -0.56755
C -2.56109 0.41027 -0.49577
H -1.45640 -0.42374 -3.59137
H -3.73939 -1.36049 -3.71456
H -5.26285 -1.17229 -1.77753
H -4.50693 -0.01975 0.27883
H -2.23461 0.93127 0.39699
F 1.41783 -1.84736 0.32501
C 0.16623 -1.16857 0.76221
F 0.02104 -1.46141 2.04259
F -0.79807 -1.76194 0.09652
O 3.20532 -0.12964 -0.98128
S 3.35047 1.37018 -1.36557
N 2.44365 2.15479 -0.49886
B 4.38724 0.87372 3.53624
C 3.12204 0.71641 2.67340
N 2.16920 0.60584 2.00433
H 4.37207 2.00638 3.95296
H 5.30723 0.66643 2.77614
H 4.31397 0.04274 4.40835
*
```

Values from the calculation:
* HOMO: -0.3397 Ha
* ΔE to the lowest compared entry with this formula, charge and spin: 63.9 kJ/mol
* gap between HOMO and LUMO: 6.72 eV

---

(8)
# C8H8BrF

2 unconnected molecules or ions with the total composition C8H8BrF at a distorted geometry (ωB97M-V with the def2-TZVPD basis set, OMol25).

Structure (ORCA input):
```
! RIJCOSX wB97M-V def2-TZVPD def2/J DEFGRID3
* xyz 0 1
C -0.40785 1.72195 -1.80048
C 0.52812 0.86167 -2.32280
C -0.99944 1.46756 -0.61209
C 1.00646 -0.16305 -1.53003
C -0.49624 0.49100 0.22295
C 0.38115 -0.46658 -0.26956
C 0.17759 -1.66351 1.97028
C 0.82875 -1.45022 0.64499
F -0.63316 -2.82044 -0.65691
Br 2.38544 -2.39328 0.35396
H -0.87943 2.42509 -2.42656
H 0.87917 1.02857 -3.30208
H -1.81506 2.23071 -0.29748
H 1.60261 -1.01720 -1.99635
H -0.95898 0.36681 1.19877
H -0.86749 -1.88415 1.94578
H 0.73535 -2.37188 2.59498
H 0.27999 -0.61735 2.24203
*
```

Values from the calculation:
* HOMO (spin up / spin down): -0.3289 / -0.3289 Ha
* ΔE to the lowest compared entry with this formula, charge and spin: 57.8 kJ/mol
* gap between HOMO and LUMO (spin up / spin down): 7.20 / 7.20 eV

---

(9)
# C8H8BrO

A molecular structure, C8H8BrO at a distorted geometry (ωB97M-V with the def2-TZVPD basis set, OMol25).

Structure (ORCA input):
```
! RIJCOSX wB97M-V def2-TZVPD def2/J DEFGRID3
* xyz 1 1
C 0.48847 1.97184 0.23319
C 0.31245 0.98647 -0.86383
C 0.43616 1.37648 1.49439
C 0.07606 0.04826 1.34595
C 1.67165 0.53542 -1.28074
C -1.02280 -1.43483 -0.71120
C 0.37956 -1.85136 -0.34862
C -0.17399 -0.28290 -0.05832
O 1.86294 -0.17249 -2.21953
Br 2.98467 1.16419 -0.09905
H 0.59162 3.04265 0.14358
H -0.14915 1.27468 -1.77338
H 0.45085 1.85532 2.35225
H -0.15433 -0.48397 2.29127
H -1.03892 -1.34265 -1.87725
H -1.75612 -2.11042 -0.22699
H 0.84390 -2.36842 0.46095
H 1.10115 -1.99148 -1.26132
*
```

Values from the calculation:
* HOMO: -0.5115 Ha
* ΔE to the lowest compared entry with this formula, charge and spin: 66.5 kJ/mol
* gap between HOMO and LUMO: 7.66 eV

---

(10)
# C8H8BrP

A molecular structure, C8H8BrP at a distorted geometry (ωB97M-V with the def2-TZVPD basis set, OMol25).

Structure (ORCA input):
```
! RIJCOSX wB97M-V def2-TZVPD def2/J DEFGRID3
* xyz 0 3
C -1.10055 2.02318 0.48837
C -1.36467 0.00750 -1.19300
C -0.40871 2.12314 1.67561
C -0.88762 0.69944 -0.06053
C -0.11695 0.06312 0.82219
C -0.81785 -1.17538 -1.44549
C 0.28599 0.83016 1.97694
C 1.70882 -1.99392 -1.01177
P 0.09018 -2.03599 -0.13964
Br -1.25643 -2.23069 -3.01467
H -1.61426 2.70830 -0.03578
H -1.82240 0.58508 -1.97327
H -0.25659 2.85472 2.33762
H 1.33424 0.87402 2.13854
H 0.07928 0.52012 2.98545
H 1.89564 -0.95753 -1.43810
H 1.65757 -2.71458 -1.76732
H 2.59431 -2.18070 -0.34514
*
```

Values from the calculation:
* HOMO (spin up / spin down): -0.1989 / -0.3223 Ha
* gap between HOMO and LUMO (spin up / spin down): 6.08 / 6.79 eV

---

(11)
# C8H8CdCl3N3S2Si

A molecular structure, C8H8CdCl3N3S2Si (ωB97M-V with the def2-TZVPD basis set, OMol25).

Structure (ORCA input):
```
! RIJCOSX wB97M-V def2-TZVPD def2/J DEFGRID3
* xyz 0 1
Cd 1.46251 -0.58200 -1.23577
C -4.15445 -1.81454 -2.59906
S -2.63655 -2.13432 -3.51294
C -1.42727 -1.39299 -2.50315
S 0.16859 -1.54456 -3.15402
N -1.84493 -0.82096 -1.40442
N -0.83511 -0.24386 -0.68447
C -1.16458 0.38712 0.36679
C -0.11805 1.08770 1.13442
C -0.40426 1.68593 2.35097
C 0.61162 2.34491 3.02542
C 1.87372 2.39007 2.46039
C 2.07084 1.76378 1.23800
N 1.10129 1.13097 0.58738
H -4.94285 -2.29415 -3.17653
H -4.33941 -0.74651 -2.52549
H -4.09836 -2.24928 -1.60523
H -2.20312 0.43506 0.68632
H -1.40495 1.62705 2.75794
H 0.41717 2.81509 3.98023
H 2.69415 2.89316 2.95138
H 3.04446 1.76540 0.76465
Cl 5.06175 -0.15206 0.58921
Si 3.63274 -1.30904 -0.34705
Cl 4.71580 -2.70655 -1.38341
Cl 2.71926 -2.33542 1.23846
*
```

Values from the calculation:
* HOMO: -0.3150 Ha
* ΔE to the lowest compared entry with this formula, charge and spin: 0.0 kJ/mol
* gap between HOMO and LUMO: 7.62 eV

---

(12)
# C8H8ClIOS

A molecular structure, C8H8ClIOS at a distorted geometry (ωB97M-V with the def2-TZVPD basis set, OMol25).

Structure (ORCA input):
```
! RIJCOSX wB97M-V def2-TZVPD def2/J DEFGRID3
* xyz 0 1
C -0.43021 1.09571 -0.73230
C 0.93605 0.26698 1.07166
C -1.40053 0.16652 -0.41312
C -0.02145 -0.66915 1.37736
C 0.75429 1.15317 0.00456
C -1.18814 -0.72612 0.62455
C 1.65401 2.91670 -1.30316
C -1.39215 -3.27238 1.15407
O 1.75889 2.02339 -0.21538
S -2.41126 -1.96287 0.98388
Cl 0.41584 -2.93459 -1.25278
I -2.22306 -5.10491 1.61949
H -0.59729 1.75618 -1.56731
H 1.84836 0.32851 1.64246
H -2.31179 0.11964 -0.98596
H 0.12427 -1.35471 2.19517
H 0.80043 3.58538 -1.18340
H 1.56888 2.37466 -2.24857
H 2.57511 3.49513 -1.29656
H -0.46025 -3.25724 0.52534
*
```

Values from the calculation:
* HOMO (spin up / spin down): -0.3050 / -0.3050 Ha
* ΔE to the lowest compared entry with this formula, charge and spin: 0.0 kJ/mol
* gap between HOMO and LUMO (spin up / spin down): 6.14 / 6.14 eV